Record 1
{"formula": "C30H43BrCl30INO2S", "method": "ωB97M-V/def2-TZVPD", "elements": ["O", "C", "C", "C", "C", "C", "C", "O", "S", "C", "C", "C", "C", "C", "C", "C", "C", "I", "C", "Br", "N", "H", "H", "H", "H", "H", "H", "H", "H", "H", "H", "H", "H", "H", "C", "Cl", "Cl", "H", "H", "C", "Cl", "Cl", "H", "H", "C", "Cl", "Cl", "H", "H", "C", "Cl", "Cl", "H", "H", "C", "Cl", "Cl", "H", "H", "C", "Cl", "Cl", "H", "H", "C", "Cl", "Cl", "H", "H", "C", "Cl", "Cl", "H", "H", "C", "Cl", "Cl", "H", "H", "C", "Cl", "Cl", "H", "H", "C", "Cl", "Cl", "H", "H", "C", "Cl", "Cl", "H", "H", "C", "Cl", "Cl", "H", "H", "C", "Cl", "Cl", "H", "H", "C", "Cl", "Cl", "H", "H"], "xyz": [[6.3200, -0.3193, 0.5621], [5.4367, 0.7250, 0.3061], [5.3095, 1.9213, 1.1632], [4.3597, 3.0061, 0.8626], [3.4480, 2.9438, -0.3257], [3.5864, 1.7159, -1.1424], [4.5472, 0.6629, -0.8530], [4.5708, -0.4089, -1.7471], [2.4449, 1.6083, -2.5712], [0.9327, 2.3337, -1.8381], [1.1772, 3.4837, -0.9454], [0.0175, 4.1465, -0.3170], [-1.3364, 3.6196, -0.5612], [-1.5468, 2.4446, -1.4239], [-2.9702, 1.8443, -1.6592], [-3.0148, 0.3771, -1.0391], [-2.1062, 0.1440, 0.2184], [-2.6613, 1.3900, 1.9315], [-0.4054, 1.8060, -2.0888], [-0.5205, 0.2583, -3.2831], [2.5047, 3.9781, -0.6731], [5.8555, -1.0906, 0.9409], [5.9933, 1.9559, 2.0452], [4.3298, 3.8839, 1.5790], [4.9090, -1.1957, -1.2859], [0.1684, 5.0408, 0.3389], [-2.1912, 4.1409, -0.0640], [-3.1552, 1.7736, -2.7608], [-3.7641, 2.4391, -1.1241], [-4.0779, 0.2172, -0.6888], [-2.7955, -0.4287, -1.7931], [-2.3126, -0.9057, 0.5693], [-1.0042, 0.1728, 0.0113], [2.4680, 4.7182, 0.0185], [-3.4035, -4.0184, 0.4596], [-4.4586, -2.6064, 0.3134], [-1.7217, -3.6056, 0.0916], [-3.4597, -4.3997, 1.4784], [-3.7415, -4.7808, -0.2374], [4.0047, 6.5752, 3.0580], [5.4470, 5.7654, 3.6785], [3.1777, 5.5735, 1.8529], [3.3250, 6.7672, 3.8859], [4.2982, 7.5137, 2.5951], [9.3870, 2.4962, -0.1008], [7.6910, 2.3958, 0.4025], [9.8693, 1.0618, -1.0177], [9.5183, 3.3731, -0.7259], [10.0144, 2.5762, 0.7832], [-4.9640, -7.2507, -2.1286], [-3.3729, -6.7412, -2.6932], [-5.5112, -6.2389, -0.7857], [-5.6740, -7.1681, -2.9475], [-4.9065, -8.2830, -1.7929], [-5.3805, -0.2041, -4.3443], [-3.8084, 0.3888, -4.9025], [-6.0167, 0.7966, -3.0343], [-6.0797, -0.1826, -5.1750], [-5.2651, -1.2234, -3.9848], [4.9897, 7.4331, 7.1637], [5.8562, 8.9461, 6.8738], [3.6326, 7.2467, 6.0468], [5.6748, 6.6021, 7.0247], [4.6094, 7.4331, 8.1817], [-2.5563, -7.1201, -6.4322], [-4.2511, -7.1218, -5.9339], [-2.1577, -8.5677, -7.3638], [-2.3715, -6.2434, -7.0469], [-1.9294, -7.0885, -5.5446], [10.2375, 6.4794, 0.0488], [11.5722, 5.3460, -0.1992], [8.7589, 5.6408, 0.5368], [10.5157, 7.1843, 0.8275], [10.0502, 7.0104, -0.8806], [-4.9617, -4.5851, 4.5363], [-5.5086, -3.0798, 3.7956], [-4.1261, -5.6139, 3.3617], [-4.2771, -4.3512, 5.3470], [-5.8238, -5.1223, 4.9228], [-5.2677, 3.4410, -7.0873], [-6.4759, 2.5826, -6.1247], [-5.9767, 4.1135, -8.5604], [-4.8562, 4.2516, -6.4922], [-4.4786, 2.7457, -7.3612], [-7.1334, -7.7212, 1.9405], [-7.3909, -9.4694, 2.0097], [-8.5474, -6.8386, 2.5309], [-6.2764, -7.4665, 2.5584], [-6.9437, -7.4341, 0.9095], [5.5904, -2.4765, 4.1373], [6.4133, -0.9491, 3.8100], [4.2993, -2.7712, 2.9641], [6.3129, -3.2859, 4.0766], [5.1596, -2.4393, 5.1342], [-0.6150, -8.3139, -0.2887], [-0.8633, -10.0626, -0.2286], [-2.0365, -7.4423, 0.2942], [0.2359, -8.0569, 0.3362], [-0.4208, -8.0208, -1.3173], [2.9175, 3.7932, 8.4632], [1.8578, 5.2072, 8.3930], [4.5879, 4.2093, 8.0614], [2.8911, 3.3844, 9.4696], [2.5606, 3.0516, 7.7537], [-9.4987, -0.2274, -5.6318], [-8.3085, -1.3982, -6.2164], [-9.2691, 0.1259, -3.9151], [-9.3929, 0.6943, -6.1982], [-10.4943, -0.6379, -5.7766]], "mulliken_charge": [-0.511, 0.441, -0.854, -0.097, 0.558, 0.270, 0.277, -0.568, -0.295, 0.588, 0.312, -0.559, -0.874, 0.357, -0.394, -0.198, -0.792, -0.021, -0.012, -0.189, -0.128, 0.211, 0.471, -0.483, 0.306, 0.194, 0.366, -0.042, 0.353, 0.296, 0.223, 0.298, 0.350, 0.128, 1.268, -0.144, -0.163, -0.376, -0.617, -0.082, -0.147, -0.295, 0.069, 0.345, -0.318, 0.092, -0.187, 0.136, 0.315, -0.333, -0.146, -0.147, 0.355, 0.288, -0.177, -0.130, -0.149, 0.084, 0.376, -0.230, -0.179, -0.135, 0.181, 0.348, -0.152, -0.146, -0.155, 0.295, 0.153, -0.312, -0.149, -0.071, 0.291, 0.277, -0.325, -0.126, -0.110, 0.305, 0.269, -0.299, -0.078, -0.168, 0.319, 0.235, 0.479, -0.175, -0.169, 0.048, -0.183, -0.314, -0.089, -0.146, 0.280, 0.286, -0.341, -0.157, -0.025, 0.302, 0.236, -0.259, -0.141, -0.134, 0.286, 0.263, -0.285, -0.149, -0.120, 0.237, 0.336], "total_energy_ha": -18449.6570, "homo_ev": -7.3}

***

Record 2
{"formula": "C30H43F5GdOP2", "method": "ωB97M-V/def2-TZVPD", "elements": ["Gd", "C", "C", "C", "C", "C", "C", "H", "H", "H", "C", "H", "H", "H", "C", "H", "H", "H", "C", "H", "H", "H", "C", "H", "H", "H", "C", "C", "C", "C", "C", "C", "C", "C", "H", "H", "H", "H", "H", "H", "H", "H", "H", "H", "H", "H", "P", "P", "C", "C", "H", "H", "H", "H", "C", "H", "H", "H", "C", "H", "H", "H", "C", "H", "H", "H", "C", "H", "H", "H", "F", "C", "C", "F", "C", "F", "C", "O", "C", "F", "C", "F"], "xyz": [[0.4387, 0.5273, 1.9373], [1.1008, 0.3158, 4.1228], [2.1506, 0.8667, 3.2995], [0.3681, 2.3424, 3.2561], [-0.0175, 1.1842, 4.0591], [1.6980, 2.1534, 2.8016], [1.2163, -0.9120, 4.9696], [1.9124, -1.6378, 4.5406], [0.2479, -1.4010, 5.1052], [1.5934, -0.6395, 5.9639], [-1.3248, 1.0374, 4.7705], [-1.4687, 0.0148, 5.1292], [-2.1493, 1.2835, 4.0940], [-1.3720, 1.7112, 5.6363], [-0.4578, 3.5751, 3.0803], [-0.3608, 4.2072, 3.9736], [-1.5101, 3.3225, 2.9370], [-0.1294, 4.1554, 2.2147], [2.5347, 3.1604, 2.0752], [3.0484, 3.8157, 2.7910], [1.9232, 3.7902, 1.4242], [3.3045, 2.6837, 1.4620], [3.5640, 0.3726, 3.2389], [4.1743, 0.8828, 3.9963], [4.0201, 0.5657, 2.2644], [3.6243, -0.7005, 3.4339], [-0.5038, -1.3228, 1.1449], [0.6434, -1.6698, 1.8733], [1.9513, -2.1041, 1.2440], [2.3728, -1.1624, 0.1043], [1.9088, 0.2694, 0.3583], [0.7300, 0.8191, -0.1995], [-0.2379, 0.0091, -1.0326], [-0.6087, -1.3423, -0.3718], [1.8707, -3.1438, 0.8892], [1.9697, -1.5118, -0.8515], [2.7254, -2.1054, 2.0185], [0.0210, -2.1477, -0.7672], [-1.4492, -1.3750, 1.6735], [0.4782, -2.0429, 2.8806], [-1.6386, -1.5938, -0.6403], [-1.1466, 0.6011, -1.1566], [0.7102, 1.8913, -0.3865], [0.1803, -0.1650, -2.0365], [3.4632, -1.1738, -0.0009], [2.7144, 0.9685, 0.5633], [-0.7775, -0.2041, -5.3420], [-0.4290, 2.5271, -6.8942], [-0.7892, -0.2667, -7.2063], [-1.1418, 1.0854, -7.8393], [-1.5344, -1.0167, -7.4995], [0.1873, -0.6222, -7.5631], [-0.7344, 1.1335, -8.8570], [-2.2309, 1.2070, -7.9192], [-1.2489, 3.9213, -7.8060], [-0.7944, 4.8690, -7.4995], [-2.3109, 3.9630, -7.5457], [-1.1512, 3.8156, -8.8937], [1.2366, 2.5962, -7.7105], [1.1606, 2.6016, -8.8048], [1.8308, 1.7308, -7.4002], [1.7643, 3.4993, -7.3877], [-2.2279, -1.3165, -5.0193], [-2.2919, -1.5318, -3.9478], [-2.1524, -2.2636, -5.5677], [-3.1507, -0.8075, -5.3153], [0.5887, -1.4161, -5.0076], [1.5534, -0.9718, -5.2703], [0.4590, -2.3485, -5.5714], [0.6104, -1.6487, -3.9379], [-3.7910, -4.9589, 6.9099], [-3.2140, -4.0134, 6.1237], [-2.4773, -3.0218, 6.7151], [-2.3340, -2.9958, 8.0705], [-1.8399, -2.0674, 5.9407], [-1.1103, -1.2281, 6.7423], [-1.9196, -2.0402, 4.4501], [-1.1241, -1.1738, 3.5824], [-2.7053, -3.0822, 3.9050], [-2.8195, -3.2172, 2.5654], [-3.3344, -4.0492, 4.7338], [-4.0435, -5.0628, 4.1846]], "lowdin_spin": [7.212, -0.019, -0.021, -0.012, -0.023, -0.023, -0.002, 0.000, 0.000, -0.002, -0.002, 0.000, -0.001, -0.001, -0.001, -0.001, 0.000, 0.000, -0.003, -0.002, 0.000, 0.000, -0.003, -0.002, -0.001, 0.000, -0.080, 0.021, 0.005, 0.006, 0.037, -0.055, -0.013, -0.012, 0.001, 0.000, 0.000, -0.002, -0.001, 0.003, -0.001, 0.000, -0.001, -0.005, 0.001, 0.006, 0.000, 0.000, 0.000, 0.000, 0.000, 0.000, 0.000, 0.000, 0.000, 0.000, 0.000, 0.000, 0.000, 0.000, 0.000, 0.000, 0.000, 0.000, 0.000, 0.000, 0.000, 0.000, 0.000, 0.000, 0.000, 0.000, 0.000, 0.000, 0.000, 0.000, 0.000, -0.002, 0.000, 0.000, 0.000, 0.000], "charge": 1, "multiplicity": 8, "de_lowest_kcal_mol": 204.5, "total_energy_ha": -3191.1768, "homo_ev": [-9.7, -9.7]}

***

Record 3
{"formula": "C30H43F5P2STi", "method": "ωB97M-V/def2-TZVPD", "elements": ["Ti", "C", "C", "C", "C", "C", "C", "H", "H", "H", "C", "H", "H", "H", "C", "H", "H", "H", "C", "H", "H", "H", "C", "H", "H", "H", "C", "C", "C", "C", "C", "C", "C", "C", "H", "H", "H", "H", "H", "H", "H", "H", "H", "H", "H", "H", "P", "P", "C", "C", "H", "H", "H", "H", "C", "H", "H", "H", "C", "H", "H", "H", "C", "H", "H", "H", "C", "H", "H", "H", "F", "C", "C", "F", "C", "F", "C", "S", "C", "F", "C", "F"], "xyz": [[0.0408, -0.7171, 0.5976], [-0.5587, -2.6732, 1.6363], [0.8526, -2.7469, 1.3089], [0.5717, -1.1060, 2.9522], [-0.7249, -1.6716, 2.6566], [1.5400, -1.7555, 2.1012], [-1.6615, -3.5652, 1.1605], [-1.3153, -4.2579, 0.3812], [-2.4976, -2.9722, 0.7528], [-2.0684, -4.1612, 1.9941], [-1.9438, -1.5530, 3.4985], [-2.8144, -2.0139, 3.0133], [-2.1796, -0.5041, 3.6975], [-1.7926, -2.0574, 4.4650], [0.8988, -0.2707, 4.1381], [1.1687, -0.9098, 4.9987], [0.0495, 0.3469, 4.4462], [1.7584, 0.3859, 3.9477], [3.0199, -1.5825, 2.1995], [3.4199, -2.1284, 3.0666], [3.2974, -0.5286, 2.3100], [3.5243, -1.9889, 1.3069], [1.5146, -3.8155, 0.5109], [2.0955, -4.5003, 1.1533], [2.2088, -3.3559, -0.2022], [0.7698, -4.4136, -0.0279], [-1.7803, 0.3376, -3.8659], [-1.8520, -1.0028, -3.7225], [-1.0501, -1.9446, -4.5501], [0.4686, -1.6715, -4.5737], [1.0389, -0.9613, -3.3721], [1.2144, 0.3718, -3.3618], [0.5942, 1.3419, -4.3116], [-0.8657, 1.0673, -4.7995], [-1.4032, -1.9321, -5.5937], [0.7158, -1.1415, -5.5098], [-1.2256, -2.9572, -4.1685], [-0.8266, 0.5987, -5.7969], [-2.5390, 0.9808, -3.3995], [-2.6502, -1.4722, -3.1333], [-1.3210, 2.0603, -4.9409], [0.6082, 2.3349, -3.8447], [2.0109, 0.8602, -2.8091], [1.2119, 1.4281, -5.2233], [0.9540, -2.6611, -4.6377], [1.5401, -1.6147, -2.6432], [-1.9248, 0.2481, -0.5757], [1.7764, 1.0429, -0.0320], [-0.8504, 1.4638, -1.4317], [0.4759, 2.0747, -0.9104], [-1.5273, 2.2630, -1.7860], [-0.5675, 0.8680, -2.3004], [1.0251, 2.4288, -1.7920], [0.2403, 2.9344, -0.2784], [2.5631, 2.1825, 1.1471], [2.8823, 1.6352, 2.0428], [1.8851, 2.9849, 1.4561], [3.4475, 2.6196, 0.6627], [3.2856, 0.4781, -0.8935], [3.8565, 1.3320, -1.2827], [3.0561, -0.2119, -1.7101], [3.9168, -0.0792, -0.1946], [-3.6367, 0.0723, -1.0254], [-3.9929, -0.9028, -0.6511], [-3.7643, 0.1091, -2.1118], [-4.2290, 0.8556, -0.5384], [-1.1660, -1.3622, -1.1463], [-0.3204, -1.9414, -0.6444], [-0.7278, -1.1245, -2.1187], [-1.9857, -2.0970, -1.2443], [0.0154, 5.4504, 5.5612], [-0.2941, 4.5360, 4.6225], [0.0582, 4.7373, 3.2900], [0.7032, 5.8666, 2.9210], [-0.2675, 3.7802, 2.3334], [-0.1883, 4.1897, 1.0197], [-0.8160, 2.5362, 2.6808], [-1.1822, 1.1233, 1.5678], [-1.2653, 2.4271, 4.0047], [-2.1256, 1.4200, 4.3331], [-0.9846, 3.3788, 4.9734], [-1.3882, 3.1744, 6.2456]], "mulliken_charge": [-1.922, 0.726, 1.244, 1.078, 0.125, 0.245, -1.695, 0.249, 0.375, 0.374, -1.399, 0.479, 0.137, 0.329, -1.251, 0.335, 0.296, 0.293, -1.349, 0.370, 0.294, 0.358, -1.691, 0.377, 0.353, 0.255, 0.002, -0.406, -1.154, -1.115, -0.119, -0.306, -1.180, -1.104, 0.378, 0.329, 0.364, 0.375, 0.661, 0.888, 0.468, 0.133, 1.131, 0.549, 0.388, 0.458, 0.698, 1.627, 1.085, -1.517, 0.782, -1.796, 0.502, 0.788, -1.018, 0.270, 0.202, 0.568, -1.699, 0.585, 0.347, 0.429, -1.238, 0.395, 0.481, 0.447, 0.109, -0.637, -0.462, 1.562, -0.254, 0.298, 0.600, -0.284, -0.496, -0.446, 0.893, 0.120, -0.555, -0.439, 0.597, -0.276], "charge": 2, "total_energy_ha": -3597.8939, "homo_ev": -13.6}